{
  "formula": "C36H46N3O3PS3ScSi",
  "method": "wB97M-V/def2-TZVPD",
  "charge": 1,
  "energy_ha": -4375.76605,
  "spin_multiplicity": 1,
  "orbital_gap_ev": 7.4,
  "de_lowest_kcal_mol": 21.1,
  "max_force_ev_per_a": 1.4,
  "homo_energy_ev": -10.61,
  "elements": ["C", "H", "C", "H", "H", "H", "C", "H", "H", "C", "H", "H", "C", "C", "H", "C", "H", "H", "Si", "C", "H", "C", "S", "Sc", "H", "S", "H", "H", "H", "C", "H", "H", "C", "H", "H", "H", "H", "C", "C", "C", "C", "C", "C", "C", "N", "H", "H", "N", "C", "C", "C", "C", "C", "H", "H", "C", "H", "C", "H", "H", "S", "C", "H", "C", "H", "H", "H", "H", "C", "O", "H", "H", "C", "O", "C", "H", "H", "C", "H", "H", "H", "O", "C", "C", "N", "H", "C", "H", "C", "H", "H", "C", "H", "P"],
  "xyz": [[0.142, 9.300, -1.537], [2.920, -1.406, 3.957], [2.643, -0.481, 3.460], [0.945, -4.909, -1.618], [1.824, 1.026, 1.372], [-0.675, 10.193, 0.227], [-3.854, 0.838, 2.423], [-2.988, -2.178, 1.139], [1.414, -2.877, -3.916], [0.924, -2.576, -2.989], [5.267, -0.516, 1.215], [4.605, -4.708, 1.308], [-0.432, 9.263, -0.258], [-3.374, -0.370, -0.023], [-0.032, -3.125, -2.931], [4.812, -0.495, 2.202], [2.424, -4.842, -2.593], [3.625, -2.504, -2.880], [1.649, -2.483, 1.029], [2.064, -4.469, 3.643], [5.090, -1.405, 2.726], [1.817, -2.945, -1.787], [-0.174, -1.787, 1.822], [-0.650, -1.454, -0.595], [1.372, 0.653, -2.190], [-2.581, -3.032, -1.448], [-4.352, 2.589, 1.285], [3.292, 1.761, 2.013], [0.962, 8.184, -3.179], [3.291, -0.388, 2.081], [-1.103, 8.039, 1.381], [2.836, -6.441, 0.908], [2.678, -4.780, 2.283], [4.688, -4.917, 3.057], [1.023, -4.779, 3.667], [2.996, -6.893, 2.605], [2.602, -4.982, 4.433], [-6.476, 0.324, -3.571], [-0.517, 2.792, 0.315], [-3.443, -0.486, 2.380], [0.061, 4.877, -0.831], [-3.217, -1.106, 1.157], [2.466, -6.248, 1.911], [-3.771, 0.966, 0.027], [-0.444, 5.611, 0.135], [3.320, 0.996, 0.416], [-1.040, 3.378, 1.052], [0.521, 5.642, -1.878], [0.278, 6.946, -1.551], [-7.183, -1.349, -1.989], [-7.485, -0.367, -2.920], [3.178, -2.267, -1.919], [-5.863, -1.616, -1.684], [2.980, 0.348, 4.076], [1.558, -0.448, 3.382], [-5.149, 0.051, -3.290], [-7.969, -1.898, -1.493], [-4.854, -0.920, -2.342], [-4.348, 0.585, -3.785], [5.193, 0.356, 2.762], [-1.818, -0.087, -2.710], [0.121, 3.444, -0.752], [2.509, -4.752, -0.829], [2.907, 0.937, 1.421], [-5.598, -2.351, -0.938], [1.357, 3.070, -2.497], [-3.883, 1.518, -0.898], [0.294, 10.257, -2.013], [-0.321, 6.900, -0.264], [2.876, -1.462, 1.219], [-4.060, 1.305, 3.374], [-6.718, 1.088, -4.294], [0.822, 2.644, -1.662], [1.137, -2.425, -0.607], [0.507, 8.150, -2.202], [1.407, -6.491, 1.942], [4.271, -3.342, 2.367], [1.936, -4.463, -1.701], [3.058, -1.187, -1.846], [-0.924, 0.898, 1.251], [-3.305, -1.049, 3.292], [2.004, -4.020, 1.271], [0.826, 1.279, -1.489], [-0.675, 8.079, 0.394], [0.174, 0.647, -0.499], [2.100, -3.399, 3.827], [4.159, -4.415, 2.254], [0.747, -1.484, -3.035], [-4.020, 1.562, 1.249], [-8.516, -0.137, -3.135], [3.846, -2.593, -1.128], [-0.461, 1.422, 0.408], [0.938, 5.316, -2.733], [-3.180, -1.130, -1.696]],
  "forces_ev_per_angstrom": [[0.021, -0.092, -0.154], [0.104, -0.107, 0.076], [-0.024, -0.151, -0.276], [-0.042, -0.072, -0.022], [0.034, 0.006, 0.017], [-0.074, 0.143, 0.050], [0.111, -0.261, 0.121], [-0.043, 0.497, -0.119], [-0.027, 0.073, 0.042], [-0.006, -0.006, 0.563], [0.070, 0.068, -0.102], [0.072, -0.041, -0.156], [-0.051, 0.058, 0.162], [0.302, -0.661, -0.176], [0.212, 0.347, -0.062], [-0.375, -0.028, -0.037], [0.029, -0.006, -0.164], [0.023, -0.098, -0.089], [-0.815, 0.695, 0.674], [-0.040, -0.007, -0.338], [0.054, -0.076, 0.078], [0.266, -0.236, -1.399], [0.091, -0.217, -0.368], [-0.079, 0.226, 0.298], [-0.143, 0.022, 0.054], [0.301, 0.149, 0.352], [-0.018, 0.090, 0.026], [0.071, 0.143, 0.044], [0.040, 0.055, -0.143], [0.270, 0.503, 0.188], [-0.100, 0.035, 0.141], [0.072, -0.021, -0.089], [0.330, -0.460, 0.282], [0.098, -0.084, 0.118], [-0.147, -0.028, 0.014], [0.062, -0.082, 0.111], [0.078, -0.070, 0.103], [-0.059, 0.083, -0.080], [0.195, 0.172, -0.269], [-0.008, 0.213, 0.117], [-0.176, 1.058, 0.207], [-0.245, -0.264, -0.302], [0.000, 0.365, 0.054], [0.126, 0.113, 0.117], [-0.019, -0.942, 0.152], [0.049, 0.015, -0.093], [-0.043, 0.029, 0.081], [0.010, -0.430, -0.015], [-0.333, 0.395, 0.773], [0.009, -0.056, 0.060], [-0.054, 0.026, -0.059], [-0.351, -0.012, 0.289], [0.076, -0.038, -0.110], [0.044, 0.091, 0.066], [-0.016, 0.095, 0.044], [0.168, -0.183, 0.107], [-0.086, 0.001, 0.034], [0.266, -0.062, 0.150], [0.000, 0.029, -0.023], [0.088, 0.058, 0.016], [0.060, -0.165, 0.278], [0.074, -1.115, 0.157], [0.100, -0.078, -0.010], [-0.027, -0.369, 0.116], [-0.081, -0.108, 0.068], [0.095, -0.009, -0.037], [-0.038, 0.081, 0.030], [0.055, 0.052, -0.028], [0.354, 0.428, -0.890], [0.124, -0.338, -0.154], [0.013, 0.041, 0.088], [-0.065, 0.040, -0.070], [-0.157, 0.095, 0.281], [0.504, -0.259, -0.204], [0.106, 0.070, -0.144], [-0.109, -0.041, 0.008], [0.091, 0.123, 0.076], [-0.118, 0.296, 0.246], [0.066, 0.093, -0.002], [0.070, 0.164, -0.314], [-0.036, -0.004, 0.048], [-0.078, -0.064, -0.256], [-0.026, -0.326, -0.026], [0.098, -0.061, -0.107], [0.001, 0.611, 0.101], [0.034, 0.156, 0.145], [-0.317, -0.039, -0.040], [0.016, -0.424, -0.073], [-0.013, 0.039, -0.310], [-0.116, 0.016, -0.063], [0.150, 0.005, 0.113], [-0.009, -0.313, -0.008], [-0.055, 0.003, 0.050], [-1.138, 0.342, -0.202]],
  "mulliken_charge": [-0.427, 0.220, -1.468, 0.338, 0.128, 0.398, -0.534, 0.665, 0.559, -1.909, 0.344, 0.312, -0.484, 0.421, 0.350, -1.820, 0.479, 0.523, 0.330, -1.337, 0.402, 1.698, -0.840, -1.049, 0.198, -0.530, 0.483, 0.610, 0.392, 1.740, 0.454, 0.383, 1.615, 0.531, 0.331, 0.437, 0.492, -0.666, -1.125, -0.682, -0.332, -0.327, -1.749, -0.846, -0.550, 0.309, 0.650, 0.040, 0.695, -0.752, -0.433, -1.458, -0.497, 0.496, 0.308, -0.325, 0.414, 0.594, 0.397, 0.439, -0.526, 0.955, 0.206, -1.609, 0.373, 0.375, 0.444, 0.394, 0.606, 0.603, 0.434, 0.416, -1.063, 0.464, -0.995, 0.360, -0.042, -1.503, 0.108, 0.469, 0.469, 0.364, -0.602, -0.846, 1.661, 0.107, -1.219, 0.366, -0.685, 0.390, 0.291, -0.444, 0.173, 1.473]
}